No. 1
The following is a DFT calculation (ωB97M-V/def2-TZVPD) of a structure of composition C34H42N6O2S2Sr in a non-equilibrium geometry.

```
87
Properties=species:S:1:pos:R:3
Sr -0.388 0.022 -0.177
C -1.774 2.886 0.515
N -0.887 2.381 1.561
C -1.631 2.248 2.797
C -1.497 0.835 3.449
C -2.636 -0.109 3.166
N -2.925 -0.120 1.744
C -4.093 -0.463 1.383
C -4.692 -0.516 0.022
C -6.048 -0.901 -0.078
C -6.676 -1.003 -1.328
C -5.919 -0.732 -2.456
C -4.636 -0.233 -2.359
C -3.936 -0.121 -1.090
O -2.746 0.334 -1.025
C 0.234 3.333 1.747
C 1.362 2.817 2.624
C 2.264 1.721 2.044
N 1.622 0.458 2.023
C 1.617 -0.179 3.102
C 0.998 -1.402 3.465
C 1.150 -1.762 4.814
C 0.610 -2.921 5.331
C -0.104 -3.754 4.459
C -0.252 -3.396 3.127
C 0.254 -2.215 2.557
O 0.150 -1.956 1.312
H -1.942 3.968 0.575
H -2.695 2.310 0.555
H -1.350 2.766 -0.486
H -2.646 2.491 2.651
H -1.235 2.968 3.524
H -1.326 0.886 4.550
H -0.591 0.366 3.012
H -3.553 0.172 3.710
H -2.304 -1.135 3.431
H -4.901 -0.731 2.142
H -6.682 -0.994 0.784
H -7.743 -1.152 -1.354
H -6.367 -0.788 -3.396
H -4.041 -0.045 -3.259
H -0.158 4.320 2.123
H 0.636 3.449 0.742
H 1.023 2.428 3.578
H 1.959 3.715 2.755
H 3.214 1.745 2.622
H 2.580 2.023 1.020
H 2.173 0.297 3.926
H 1.720 -1.107 5.463
H 0.673 -3.119 6.378
H -0.535 -4.687 4.789
H -0.762 -4.022 2.448
S 0.339 -0.161 -3.028
C 0.363 1.500 -3.551
C -0.250 1.814 -4.760
C -0.371 3.132 -5.206
C 0.136 4.198 -4.467
C 0.743 3.918 -3.269
C 0.851 2.578 -2.770
S 1.449 2.286 -1.124
H -0.653 0.955 -5.354
H -0.908 3.303 -6.148
H -0.036 5.240 -4.794
H 1.075 4.694 -2.625
C 1.366 -3.425 -2.680
C 1.515 -3.701 -1.175
N 2.319 -2.670 -0.534
C 3.304 -1.970 -1.131
N 4.022 -1.188 -0.379
C 5.037 -0.409 -1.065
C 4.492 0.161 -2.366
C 4.031 -0.995 -3.261
N 3.472 -2.113 -2.493
C 2.761 -3.149 -3.229
H 0.732 -2.551 -2.863
H 0.928 -4.298 -3.210
H 1.926 -4.696 -1.050
H 0.539 -3.697 -0.681
H 2.088 -2.369 0.406
H 5.940 -0.957 -1.363
H 5.302 0.430 -0.463
H 5.185 0.768 -2.938
H 3.640 0.867 -2.171
H 4.839 -1.360 -3.912
H 3.239 -0.582 -3.966
H 3.327 -4.091 -3.142
H 2.686 -2.842 -4.254
```

LUMO energy = 4.503 eV
Frontier orbital gap = 0.20131 Ha
Net charge = -2

Atomic partial charges in e from the Mulliken method, atoms 1 to 5: Sr 1.1841; C -1.2333; N 1.4561; C -2.2041; C 1.7835



No. 2
The following is a DFT calculation (ωB97M-V/def2-TZVPD) of a structure of composition C34H43AlN2O2Si in a non-equilibrium geometry.

```
83
Properties=species:S:1:pos:R:3
Al -0.619 0.142 0.853
O -1.545 -1.652 4.109
C -1.438 -1.301 2.960
O -0.869 -0.213 2.543
C -1.947 -2.161 1.827
C -2.573 -3.383 2.103
C -2.989 -4.162 1.059
C -2.736 -3.733 -0.260
C -3.084 -4.516 -1.381
C -2.798 -4.084 -2.645
C -2.146 -2.858 -2.834
C -1.789 -2.075 -1.770
C -2.079 -2.483 -0.454
N -1.713 -1.709 0.605
H -2.715 -3.667 3.132
H -3.491 -5.103 1.222
H -3.565 -5.470 -1.223
H -3.058 -4.686 -3.503
H -1.915 -2.533 -3.837
H -1.284 -1.133 -1.924
C 3.826 -2.243 -0.180
C 2.318 -2.012 -0.085
C 1.708 -2.532 -1.386
C 1.759 -2.886 1.040
Si 1.784 -0.135 0.255
C 1.931 0.950 -1.382
C 1.755 2.422 -1.022
C 0.775 0.602 -2.317
C 3.239 0.786 -2.151
C 2.993 0.576 1.659
C 2.324 1.784 2.312
C 4.376 0.985 1.146
C 3.189 -0.414 2.810
H 4.024 -3.295 -0.390
H 4.331 -1.995 0.746
H 4.262 -1.654 -0.982
H 1.914 -3.599 -1.491
H 2.137 -2.033 -2.249
H 0.629 -2.397 -1.396
H 1.859 -3.942 0.783
H 0.702 -2.676 1.203
H 2.281 -2.723 1.975
H 0.848 2.559 -0.431
H 1.664 3.028 -1.926
H 2.605 2.795 -0.460
H -0.171 0.680 -1.782
H 0.869 -0.398 -2.725
H 0.733 1.304 -3.151
H 4.098 1.046 -1.541
H 3.242 1.436 -3.027
H 3.359 -0.237 -2.495
H 2.056 2.559 1.603
H 2.990 2.222 3.055
H 1.429 1.448 2.832
H 4.307 1.834 0.472
H 4.875 0.168 0.631
H 5.009 1.279 1.984
H 2.227 -0.767 3.174
H 3.697 0.091 3.635
H 3.805 -1.263 2.531
C -2.608 4.658 3.050
C -1.444 3.912 3.154
C -1.207 2.879 2.273
C -2.111 2.563 1.263
C -3.290 3.309 1.175
C -3.528 4.343 2.062
N -1.821 1.512 0.381
C -2.265 1.707 -0.938
C -1.919 2.857 -1.654
C -2.224 2.959 -2.996
C -2.873 1.923 -3.650
C -3.272 0.806 -2.936
C -2.996 0.715 -1.584
H -2.793 5.477 3.728
H -0.713 4.145 3.915
H -0.302 2.291 2.331
H -4.022 3.069 0.414
H -4.446 4.910 1.983
H -1.397 3.659 -1.152
H -1.941 3.848 -3.542
H -3.090 2.003 -4.704
H -3.798 0.002 -3.431
H -3.347 -0.124 -1.001
```

LUMO energy = -1.057 eV
Frontier orbital gap = 0.23327 Ha

Atomic partial charges in e from the Mulliken method, atoms 1 to 5: Al -1.0763; O -0.6773; C 0.2676; O -0.5001; C 0.5068



No. 3
The following is a DFT calculation (ωB97M-V/def2-TZVPD) of a structure of composition C34H43BCl3GeHfN9O5S2 in a non-equilibrium geometry.

```
99
Properties=species:S:1:pos:R:3
Hf -0.262 -1.186 0.840
N -2.070 2.172 2.491
C -1.646 0.894 2.551
S -2.648 -0.323 1.788
N -0.558 0.597 3.200
N -0.250 -0.728 3.115
C 0.023 -1.469 4.141
C 0.305 -0.989 5.493
C 1.209 0.061 5.660
C 1.532 0.502 6.929
C 0.934 -0.071 8.041
C 0.020 -1.100 7.881
C -0.287 -1.569 6.616
C -0.099 -2.907 3.866
C 0.466 -3.889 4.672
C 0.188 -5.218 4.392
C -0.696 -5.511 3.367
C -1.209 -4.461 2.614
N -0.885 -3.190 2.807
H -3.043 2.338 2.289
H -1.593 2.856 3.056
H 1.660 0.508 4.787
H 2.255 1.292 7.054
H 1.182 0.283 9.030
H -0.449 -1.542 8.748
H -1.012 -2.362 6.491
H 1.125 -3.612 5.481
H 0.645 -6.004 4.972
H -0.971 -6.530 3.149
H -1.922 -4.647 1.823
C 3.201 2.927 0.137
C 3.085 1.787 1.150
C 3.565 2.267 2.513
O 1.680 1.451 1.257
B 1.407 0.264 0.658
O 2.585 -0.293 0.172
C 3.731 0.445 0.661
C 4.760 0.589 -0.453
C 4.330 -0.398 1.790
H 2.631 3.775 0.505
H 2.799 2.632 -0.828
H 4.234 3.235 0.017
H 3.029 3.172 2.782
H 4.627 2.485 2.475
H 3.378 1.524 3.283
H 4.327 1.041 -1.339
H 5.131 -0.397 -0.721
H 5.594 1.194 -0.109
H 3.595 -0.588 2.570
H 5.195 0.086 2.228
H 4.639 -1.359 1.384
O -7.303 4.226 -5.099
S -6.350 3.329 -5.701
O -6.309 1.985 -5.195
O -6.002 3.514 -7.083
C -4.814 4.110 -4.897
N -4.516 5.322 -5.253
C -3.479 5.864 -4.630
C -2.772 5.165 -3.655
C -3.195 3.867 -3.358
N -4.245 3.356 -4.017
C -2.594 2.972 -2.359
C -1.423 3.257 -1.658
C -0.938 2.318 -0.760
N -1.523 1.148 -0.522
C -2.663 0.898 -1.167
C -3.229 1.757 -2.088
H -3.219 6.874 -4.917
H -1.935 5.627 -3.155
H -0.885 4.180 -1.807
H -0.036 2.514 -0.196
H -3.153 -0.034 -0.919
H -4.143 1.513 -2.605
Cl 2.960 -4.807 -0.675
Ge 1.908 -2.917 -0.618
Cl 1.895 -2.698 1.688
Cl -0.415 -3.648 -0.189
C 1.564 -2.333 -5.121
C 0.431 -1.304 -5.159
N -0.454 -1.414 -4.012
C -1.648 -2.231 -4.185
C -1.421 -3.716 -3.907
C -0.089 -0.931 -2.817
C 1.035 0.063 -2.771
N -0.669 -1.220 -1.688
H 2.331 -2.062 -5.840
H 1.203 -3.322 -5.380
H 2.015 -2.388 -4.130
H -0.164 -1.445 -6.061
H 0.850 -0.299 -5.203
H -1.983 -2.094 -5.216
H -2.442 -1.840 -3.538
H -0.725 -4.146 -4.621
H -2.361 -4.250 -3.994
H -1.024 -3.870 -2.907
H 0.773 0.925 -3.380
H 1.965 -0.359 -3.142
H 1.171 0.379 -1.741
H -1.445 -1.868 -1.828
```

LUMO energy (spin up / spin down) = -3.356 / -6.590 eV
Energy relative to the best compared isomer or geometry (same formula, charge and spin) = 70.5 kcal/mol
Multiplicity = 2
Frontier orbital gap (spin up / spin down) = 0.26935 / 0.15052 Ha
Net charge = +1

Atomic partial charges in e from the Mulliken method, atoms 1 to 5: Hf -2.6197; N -0.3166; C 0.2990; S -0.5765; N -0.8253



no.,DFT total energy (a.u.)
1,-2627.0569
2,-2113.4809
3,-6517.1100